Record 1
Entry from OMol25: the molecule C4H6ClNS at a distorted geometry (ωB97M-V/def2-TZVPD).

Properties
Gap between HOMO and LUMO (alpha / beta) = 0.281 / 0.239 Eh
Multiplicity = 1
Charge = 0
Energy relative to the best compared isomer or geometry (same formula, charge and spin) = 432.89 kJ/mol
DFT total energy = -1068.9737 Ha

Geometry as XYZ:
```
13
Properties=species:S:1:pos:R:3:nbo_charge:R:1
C 0.2855 -0.6546 -0.9775 -0.22
C 1.3902 -0.8997 -1.6862 -0.44
C 0.3106 -0.3820 0.5274 -0.43
C -0.4873 0.8152 1.0980 -0.32
N -1.8372 0.5813 1.0483 -0.27
S -1.3111 -0.5787 -1.6242 0.22
Cl -2.8513 2.0009 0.9239 0.12
H 1.5387 -1.1837 -2.6992 0.22
H 2.3314 -0.7948 -1.0880 0.19
H -0.3061 -1.3289 0.9214 0.24
H 1.3433 -0.2287 0.7191 0.23
H -0.1900 0.8070 2.2177 0.24
H -0.2167 1.8470 0.6194 0.21
```


Record 2
Entry from OMol25: the molecule C4H6ClP at a distorted geometry (ωB97M-V/def2-TZVPD).

Properties
Gap between HOMO and LUMO (alpha / beta) = 0.242 / 0.260 Eh
Multiplicity = 1
Charge = 0
Energy relative to the best compared isomer or geometry (same formula, charge and spin) = 310.29 kJ/mol
DFT total energy = -957.3999 Ha

Geometry as XYZ:
```
12
Properties=species:S:1:pos:R:3:nbo_charge:R:1
C -0.6331 -1.2068 1.5192 -0.40
C 0.3264 -1.1014 0.5672 -0.23
C 0.5580 -0.1514 -0.5421 -0.67
P 2.0318 0.7078 -0.4661 1.11
C 1.8364 2.0767 -1.4585 -0.87
Cl 3.3797 -0.6865 -0.6774 -0.20
H -0.7685 -1.8065 2.4040 0.21
H -1.2799 -0.3479 1.6264 0.18
H 1.0720 -1.9879 0.5267 0.20
H -0.0676 0.6797 -0.7838 0.21
H 2.5640 2.6256 -1.9322 0.22
H 0.9514 2.7224 -1.1547 0.24
```


Record 3
Entry from OMol25: C4H6CrMgO5 as an isolated structure at a distorted geometry (ωB97M-V/def2-TZVPD).

Properties
Gap between HOMO and LUMO (alpha / beta) = 0.274 / 0.326 Eh
Multiplicity = 6
Charge = +1
Energy relative to the best compared isomer or geometry (same formula, charge and spin) = 0.00 kJ/mol
DFT total energy = -1776.5901 Ha

Geometry as XYZ:
```
17
Properties=species:S:1:pos:R:3:nbo_charge:R:1
C -2.1053 -0.4611 -2.3190 0.65
O -1.8753 0.5491 -1.5651 -0.98
O -2.9781 -0.3879 -3.1882 -0.68
Cr -3.3706 1.6307 -2.6049 0.91
O 0.0163 2.0785 1.3044 -1.00
O 1.1849 0.0241 -1.0437 -0.67
C 1.6692 -0.8747 -0.3619 0.48
C 1.3510 -0.9831 1.0993 -0.20
O 0.2482 -0.1858 1.4291 -0.65
C 0.4767 1.1149 2.1218 0.24
Mg -0.4415 1.0317 -0.2457 1.81
H -1.3944 -1.3384 -2.2428 0.14
H 2.3552 -1.6317 -0.7790 0.18
H 2.2559 -0.7209 1.6737 0.25
H 1.1342 -2.0418 1.3197 0.24
H -0.0880 1.0288 3.0675 0.16
H 1.5618 1.1676 2.3349 0.13
```


Record 4
Entry from OMol25: C4H6CuF3N3O11 as an isolated structure at a distorted geometry (ωB97M-V/def2-TZVPD).

Properties
Gap between HOMO and LUMO (alpha / beta) = 0.317 / 0.259 Eh
Multiplicity = 2
Charge = -2
Energy relative to the best compared isomer or geometry (same formula, charge and spin) = 169.73 kJ/mol
DFT total energy = -3087.6917 Ha

Geometry as XYZ:
```
28
Properties=species:S:1:pos:R:3:nbo_charge:R:1
Cu -1.4182 0.8246 -1.0948 1.56
C 1.7124 -0.3915 -0.1630 0.32
O 2.0307 -0.3568 1.3465 -0.61
O 0.7371 0.5022 -0.4689 -0.90
C 3.0861 -0.3244 -0.9201 0.93
F 2.9494 -0.6872 -2.1343 -0.30
F 3.7138 0.8800 -0.7535 -0.35
F 3.7838 -1.2021 -0.2903 -0.33
C 1.1567 -1.0257 2.2424 -0.05
C 1.7598 -1.0345 3.7125 -0.63
H 2.8427 -0.9456 3.6262 0.21
H 1.5043 -0.0877 4.1883 0.20
H 1.3640 -1.8280 4.3464 0.20
H 1.1830 -2.0511 1.8736 0.14
H 0.1245 -0.7073 2.0960 0.19
H 1.3122 -1.3642 -0.4491 0.13
N -1.0577 -0.2962 -3.7346 0.71
O -1.3212 -0.9770 -2.7278 -0.54
O -0.9344 -0.7987 -4.8837 -0.52
O -1.0617 0.9657 -3.5541 -0.56
N -2.5198 0.1353 1.3099 0.72
O -2.1143 1.2840 1.0748 -0.57
O -2.8610 -0.2918 2.3881 -0.49
O -2.6550 -0.5300 0.2941 -0.56
N -3.3601 2.5881 -1.8329 0.73
O -2.1890 2.8685 -1.5629 -0.58
O -4.1571 3.4754 -2.1359 -0.50
O -3.6109 1.3757 -1.7930 -0.53
```


Record 5
Entry from OMol25: C4H6F12NaO15S4 as an isolated structure at a distorted geometry (ωB97M-V/def2-TZVPD).

Properties
Gap between HOMO and LUMO = 0.231 Eh
Multiplicity = 1
Charge = -3
Energy relative to the best compared isomer or geometry (same formula, charge and spin) = 338.24 kJ/mol
DFT total energy = -4238.1680 Ha

Geometry as XYZ:
```
42
Properties=species:S:1:pos:R:3:nbo_charge:R:1
Na -0.9001 0.0742 -1.2757 0.99
C 3.6497 -5.5132 -2.7503 0.78
F 4.9309 -5.1802 -2.7791 -0.33
F 3.5518 -6.6500 -3.3013 -0.31
F 3.0922 -5.4873 -1.5304 -0.32
S 2.6739 -4.2266 -3.9293 2.18
O 3.4664 -4.0315 -5.1594 -1.00
O 1.3311 -4.8558 -4.2753 -1.01
O 2.4301 -2.9083 -3.2538 -1.00
C -2.4072 6.1420 3.3471 0.70
F -3.1957 6.9984 4.0491 -0.36
F -1.8092 6.9391 2.4579 -0.34
F -1.4334 5.7326 4.1737 -0.33
S -3.3921 4.6693 2.5619 2.31
O -2.3935 4.2104 1.5596 -1.01
O -3.6906 3.7509 3.6579 -0.97
O -4.5507 5.1920 1.9075 -1.00
C -1.5133 -5.1068 3.9695 0.72
F -2.1013 -5.5532 5.0753 -0.32
F -0.4750 -4.2620 4.1969 -0.34
F -1.0138 -6.0386 3.1857 -0.32
S -2.7853 -4.2229 2.8754 2.28
O -2.0824 -3.7310 1.6744 -1.00
O -3.7807 -5.2752 2.6079 -1.02
O -3.3951 -3.1520 3.6603 -1.00
C 3.8529 1.1273 2.2378 0.72
F 4.7668 1.1740 3.2095 -0.34
F 4.0785 0.0173 1.5685 -0.32
F 2.6405 1.0593 2.8207 -0.33
S 3.7926 2.6588 1.1020 2.25
O 2.7745 2.3186 -0.0015 -1.02
O 3.3048 3.7411 1.9887 -0.98
O 5.1093 2.8929 0.5470 -0.99
O -1.6444 4.4440 -3.3460 -0.95
H -1.6806 4.3647 -2.3928 0.48
H -0.7465 4.2020 -3.5729 0.47
O -4.6585 -0.3242 -2.8544 -0.94
H -4.9120 -0.6072 -3.7330 0.47
H -5.4352 0.1175 -2.5111 0.47
O 1.4745 2.0753 -5.6874 -0.94
H 1.6366 1.1658 -5.4367 0.48
H 1.4399 2.0581 -6.6438 0.46
```


Record 6
Entry from OMol25: the molecule C4H6F2O at a distorted geometry (ωB97M-V/def2-TZVPD).

Properties
Gap between HOMO and LUMO = 0.399 Eh
Multiplicity = 1
Charge = 0
Energy relative to the best compared isomer or geometry (same formula, charge and spin) = 265.71 kJ/mol
DFT total energy = -430.8827 Ha

Geometry as XYZ:
```
13
Properties=species:S:1:pos:R:3:nbo_charge:R:1
O -0.4354 -0.1464 -1.3579 -0.68
C -0.0834 -0.1550 -0.0347 0.13
C 1.0282 -1.0207 0.0960 0.07
F 0.8378 -2.3272 -0.0932 -0.33
C -1.0684 0.1935 0.9734 -0.48
C 0.0600 1.1967 0.6933 0.15
F -0.3854 2.1774 -0.1547 -0.36
H -1.0025 0.6567 -1.5774 0.49
H 1.5026 -0.6539 1.1279 0.15
H 1.8133 -0.5884 -0.6693 0.18
H -1.3205 -0.2718 2.0488 0.25
H -2.0587 0.6009 0.4034 0.24
H 0.8587 1.4881 1.3931 0.20
```